Entry 1:
2 unconnected molecules or ions with the total composition C5H14NS. Source: the OMol25 dataset; level of theory: ωB97M-V/def2-TZVPD.

```
21
Properties=species:S:1:pos:R:3:forces:R:3
C -2.32539 1.49195 -1.89309 -0.21 0.01 -0.18
C -1.97234 1.76561 -0.45235 0.51 0.21 0.37
S -0.13331 1.82145 -0.25711 -0.28 -0.16 0.02
H -1.84747 0.59233 -2.28150 0.07 -0.03 0.06
H -2.04649 2.32737 -2.53058 0.06 0.02 -0.04
H -3.40148 1.34762 -1.98614 -0.02 0.03 0.01
H -2.32596 2.73223 -0.10368 -0.15 0.03 -0.17
H -2.36036 1.01607 0.22812 -0.12 -0.17 0.00
H -0.11886 2.31494 0.98889 0.03 0.06 0.01
C 2.73616 -0.50208 1.04631 -0.07 0.04 -0.06
C 1.86279 -1.37486 0.15442 0.02 -0.03 0.44
C -0.29932 -2.26150 0.86086 0.34 -0.08 0.01
N 0.44900 -1.28517 0.56658 -0.14 0.20 -0.11
H 2.66759 0.54323 0.76230 -0.09 0.13 0.01
H 2.45105 -0.60165 2.09206 0.09 -0.07 0.05
H 3.77732 -0.79422 0.93718 0.02 -0.08 0.00
H 1.89923 -1.04156 -0.87734 0.02 -0.05 -0.18
H 2.14038 -2.42406 0.22104 0.02 -0.04 -0.10
H -1.33574 -2.08816 1.10474 -0.12 0.00 0.09
H 0.12723 -3.25889 0.86614 -0.15 -0.04 -0.03
H 0.05596 -0.32066 0.55315 0.16 0.02 -0.20
```
Forces are in eV/Å.

Output
**HOMO level**: -0.48259 Eh
**Spin multiplicity**: 1
**Net charge**: +1

Entry 2:
C4H3NO2 in the gas phase in a non-equilibrium geometry. Source: the OMol25 dataset; level of theory: ωB97M-V/def2-TZVPD.

```
10
Properties=species:S:1:pos:R:3:forces:R:3
C 0.46241 0.32656 -1.12237 -3.28 2.74 1.16
C -0.41166 -0.58780 -0.32607 0.03 1.10 -1.73
C 0.16448 1.58142 -1.61111 0.97 -3.34 1.49
C -0.00717 2.93289 -2.00379 -1.41 0.73 1.51
N -0.45615 -0.68455 0.93699 -0.42 -0.47 4.20
O 0.76525 2.23541 -2.76976 1.75 -0.66 -1.63
O -0.39417 4.03746 -1.87396 -0.19 0.36 -0.10
H 1.12846 -0.25824 -1.63381 1.87 -1.07 -1.66
H -1.21248 -1.30827 1.37849 1.70 1.05 -1.11
H 0.13839 -0.23504 1.74337 -1.03 -0.43 -2.14
```
Forces are in eV/Å.

Output
**HOMO level**: -0.29751 Eh
**Spin multiplicity**: 1

Entry 3:
A molecular structure, C28H21BrN4O2Sn in a non-equilibrium geometry. Source: the OMol25 dataset; level of theory: ωB97M-V/def2-TZVPD.

```
57
Properties=species:S:1:pos:R:3:forces:R:3
Sn -0.05064 -0.39469 0.40609 0.98 -0.80 1.26
N -1.25600 -2.11218 -0.29344 0.03 -0.35 -0.18
C -0.42018 -3.11171 -0.97442 0.14 0.14 -0.01
C -0.92989 -4.28335 -1.45013 -0.04 -0.02 -0.05
C -0.08885 -5.20993 -2.10314 0.03 0.02 0.01
C 1.24165 -4.94532 -2.26538 0.01 0.02 0.01
C 1.79721 -3.74019 -1.77153 0.02 -0.02 0.01
C 3.17034 -3.40607 -1.86936 -0.01 0.00 0.00
C 3.64183 -2.24446 -1.31732 -0.06 -0.03 -0.02
C 2.74572 -1.38333 -0.66792 0.05 -0.10 -0.07
N 1.45703 -1.66052 -0.59204 -0.26 -0.59 -0.54
C 0.95900 -2.81788 -1.12462 -0.03 0.07 0.20
H -1.97049 -1.76406 -0.93556 -0.02 -0.07 0.08
H -1.74864 -2.53804 0.49640 0.07 0.12 0.01
H -1.98447 -4.50650 -1.33665 0.01 -0.01 0.02
H -0.51100 -6.13430 -2.47000 -0.01 -0.01 -0.01
H 1.88861 -5.65677 -2.76149 0.00 -0.01 -0.01
H 3.84160 -4.08678 -2.37783 0.02 -0.01 0.01
H 4.68635 -1.97552 -1.37027 0.02 -0.01 0.01
H 3.07493 -0.45919 -0.20757 -0.05 0.00 0.00
Br 0.61811 0.25494 -2.84106 -0.11 0.32 -0.49
C -0.87119 1.11830 -2.11178 -0.13 0.09 0.03
C -1.69762 1.94280 -2.84203 -0.01 0.03 0.03
C -2.77574 2.53298 -2.18716 0.03 0.02 -0.10
C -3.00481 2.28343 -0.84154 -0.01 -0.01 0.07
C -2.15074 1.43427 -0.17589 0.03 0.25 -0.18
N -1.09852 0.87181 -0.81198 -0.71 0.75 -0.94
C -2.29016 1.12547 1.30949 -0.05 0.36 -0.02
O -3.08352 1.73726 1.95930 -0.08 -0.16 0.01
O -1.44146 0.21873 1.73146 -0.60 -0.35 0.09
H -1.50143 2.12011 -3.88924 0.01 0.02 0.01
H -3.43432 3.19443 -2.73500 0.00 -0.01 -0.01
H -3.82120 2.73285 -0.29353 0.00 -0.01 0.01
N 1.46503 0.43619 1.35306 0.32 0.01 0.95
C 1.63727 0.00807 2.56105 0.49 0.80 -0.35
C 0.90695 -1.11856 3.19300 0.04 -0.05 0.05
C 0.51924 -1.02699 4.52641 -0.10 -0.08 -0.03
C -0.23729 -2.03986 5.09678 0.00 0.02 -0.02
C -0.58069 -3.16652 4.35858 -0.01 0.00 0.01
C -0.16506 -3.28490 3.04108 -0.07 0.04 -0.03
C 0.57310 -2.26037 2.45904 -0.05 -0.02 -0.13
C 2.63827 0.72558 3.40182 -0.05 -0.34 -0.31
C 3.65787 0.01301 4.02561 -0.02 0.00 0.35
C 4.60367 0.68928 4.78355 -0.02 -0.20 -0.10
C 4.53592 2.06822 4.90378 0.01 0.09 0.02
C 3.51771 2.77533 4.28135 -0.09 0.04 -0.10
C 2.57174 2.10636 3.51711 0.08 0.21 0.08
H 0.78446 -0.15164 5.10288 0.03 0.01 0.01
H -0.55813 -1.95163 6.12571 0.00 -0.01 0.00
H -1.15040 -3.96189 4.81920 -0.01 0.00 0.01
H -0.38336 -4.18625 2.48185 0.03 -0.04 0.00
H 0.98005 -2.41240 1.45859 0.12 -0.14 0.37
H 3.70123 -1.06638 3.93754 0.00 0.00 0.02
H 5.38511 0.13915 5.29011 0.03 0.00 -0.06
H 5.28032 2.59389 5.48632 -0.03 0.01 0.04
H 3.46004 3.85015 4.38820 0.00 0.00 0.00
H 1.77066 2.64771 3.03097 0.02 0.01 -0.02
```
Forces are in eV/Å.

Output
**HOMO level**: -0.50709 Eh
**Spin multiplicity**: 1
**Net charge**: +2

Entry 4:
C3H7NO2 in the gas phase in a non-equilibrium geometry. Source: the OMol25 dataset; level of theory: ωB97M-V/def2-TZVPD.

```
13
Properties=species:S:1:pos:R:3:forces:R:3
C -0.68665 -0.92560 -1.19697 -0.92 0.26 1.43
C -0.53244 0.00828 0.04595 -0.44 1.88 -0.43
N -0.25307 -0.77268 1.20891 -0.69 -0.88 0.20
C 0.62248 1.08193 -0.09954 0.39 1.24 -1.62
O 1.20018 1.40443 -1.14012 -1.31 -1.15 2.48
O 1.03146 1.70713 1.12887 -1.52 -1.85 -1.82
H -0.95177 -0.27881 -2.08782 0.60 -1.14 0.83
H 0.33138 -1.43544 -1.23323 -1.66 0.13 -0.68
H -1.62597 -1.61543 -0.87814 2.56 1.28 -1.10
H -1.50825 0.59711 0.14998 1.28 -0.70 0.18
H -0.22413 -0.27377 2.07426 -0.11 0.55 0.26
H 0.64031 -1.20706 1.10159 0.51 -0.48 -0.01
H 1.95647 1.70991 0.92624 1.32 0.86 0.28
```
Forces are in eV/Å.

Output
**HOMO level**: -0.35070 Eh
**Spin multiplicity**: 1
**SMILES**: C[C@@H](N)C(=O)O

Entry 5:
A gas-phase ion, C4H10ClN2 (charge +1) in a non-equilibrium geometry. Source: the OMol25 dataset; level of theory: ωB97M-V/def2-TZVPD.

```
17
Properties=species:S:1:pos:R:3:forces:R:3
C 2.35699 -1.45961 -0.01853 -0.03 -0.37 2.48
N 1.02381 -0.91781 -0.14352 -1.44 -0.58 -0.49
C 0.57869 0.31339 -0.04816 -2.52 0.20 0.48
Cl 1.74829 1.52313 0.13074 -0.22 0.11 -0.06
N -0.77987 0.58704 -0.00538 2.72 1.21 0.24
C -1.76776 -0.49793 -0.02159 -1.80 1.17 -3.81
C -1.28293 2.00884 0.14951 3.52 -0.41 4.94
H 3.10069 -0.86388 -0.40642 1.31 1.97 -1.07
H 2.41422 -2.32098 -0.64360 -0.11 -1.09 0.26
H 2.66974 -1.55730 1.08480 -0.76 -0.53 -1.64
H 0.28908 -1.60821 -0.32762 0.48 0.31 0.18
H -1.63339 -1.32625 0.63316 0.17 -0.31 0.70
H -2.86301 -0.17085 -0.15818 1.66 0.30 1.64
H -1.79862 -0.78048 -1.10199 0.74 -1.02 0.57
H -0.44295 2.82419 0.24182 -1.40 -2.00 -0.53
H -1.92234 2.28284 -0.58628 -2.16 0.51 -2.09
H -1.69064 1.96386 1.22123 -0.15 0.53 -1.80
```
Forces are in eV/Å.

Output
**HOMO level**: -0.52377 Eh
**Spin multiplicity**: 1
**SMILES**: C/[NH+]=C(\Cl)N(C)C
**Net charge**: +1

What did we get for electronic energy? Answer: -17730.4456; -9776.4886; -115292.7681; -8809.0090; -19805.0384 eV, in the order shown.
What did we get for molar mass? Answer: 120.2; 97.1; 644.1; 89.1; 121.6 g mol⁻¹, in the order shown.
What did we get for energy above the lowest of the compared OMol25 structures with the same formula, charge and spin? Answer: 80.5; 501.5; 89.0; 146.6; 125.4 kJ/mol, in the order shown.